The following is a quantum chemistry calculation of a single C5H9NO molecule, from the OMol25 dataset.

```
16
Properties=species:S:1:pos:R:3:lowdin_charge:R:1
C 1.065 1.606 -0.549 -0.065
C 0.810 0.161 -0.175 -0.299
C 0.787 -0.249 1.329 -0.150
C -0.525 -0.938 1.070 0.012
C -0.608 -0.421 -0.308 -0.454
N -1.325 -0.592 -1.402 -0.023
O -2.265 -1.602 -1.119 -0.100
H 2.101 1.893 -0.333 0.078
H 0.404 2.274 0.018 0.082
H 0.880 1.776 -1.617 0.081
H 1.472 -0.513 -0.735 0.150
H 1.613 -0.912 1.614 0.113
H 0.765 0.587 2.040 0.108
H -1.368 0.296 0.495 0.279
H -0.993 -1.773 1.589 0.106
H -2.813 -1.593 -1.918 0.084
```

Results
Energy above the lowest of the compared OMol25 structures with the same formula, charge and spin (kcal/mol): 143.9
HOMO level (eV): -7.45

The following is a quantum chemistry calculation of a gas-phase ion, C5H8N (charge +1), from the OMol25 dataset.

```
14
Properties=species:S:1:pos:R:3:lowdin_charge:R:1
C -0.553 0.409 -2.401 0.125
C 0.298 0.172 -1.415 -0.105
C -0.165 -0.251 -0.145 -0.165
C 0.715 -0.690 0.937 -0.028
C -0.138 -0.381 2.075 0.039
N 0.093 0.643 1.038 0.138
H -0.312 0.526 -3.440 0.096
H -1.490 0.319 -2.199 0.015
H 1.335 0.316 -1.631 0.121
H -1.270 -0.521 0.036 0.199
H 1.756 -0.888 0.801 0.171
H -1.105 -0.714 2.193 0.111
H 0.283 -0.400 3.045 0.136
H 0.554 1.460 1.106 0.148
```

Results
Energy above the lowest of the compared OMol25 structures with the same formula, charge and spin (kcal/mol): 93.9
HOMO level (eV): -14.80
SMILES string: C=C[C@H]1[C@@H]2C[N@H+]12
Charge: +1

The following is a quantum chemistry calculation of 8 unconnected molecules or ions with the total composition C24H53Br3O19S5, from the OMol25 dataset.

```
104
Properties=species:S:1:pos:R:3:lowdin_charge:R:1
C -24.543 -2.036 -14.931 -0.055
C -25.174 -1.335 -16.144 -0.336
O -24.285 -1.375 -17.277 -0.254
S -24.749 -0.718 -18.703 0.684
C -26.266 -1.747 -19.040 -0.085
O -25.193 0.659 -18.417 -0.329
O -23.665 -0.978 -19.644 -0.274
H -23.713 -1.388 -14.646 0.076
H -24.071 -2.938 -15.319 0.083
H -25.165 -2.149 -14.043 0.088
H -26.069 -1.944 -16.272 0.082
H -25.525 -0.362 -15.803 0.049
H -25.974 -2.757 -18.752 0.072
H -26.557 -1.692 -20.089 0.048
H -27.167 -1.479 -18.487 0.026
C -25.849 -2.054 -23.465 -0.083
C -26.145 -0.630 -23.509 -0.329
O -26.744 -0.403 -22.289 -0.276
S -27.560 1.014 -21.971 0.716
C -26.189 2.198 -21.711 -0.076
O -28.240 1.413 -23.220 -0.298
O -28.315 0.749 -20.735 -0.352
H -25.381 -2.299 -22.512 0.081
H -25.268 -2.499 -24.273 0.090
H -26.680 -2.758 -23.437 0.088
H -25.247 -0.018 -23.596 0.129
H -26.808 -0.443 -24.353 0.127
H -26.534 3.231 -21.660 0.045
H -25.501 2.176 -22.556 0.074
H -25.567 1.920 -20.860 0.061
C -32.850 3.145 -18.823 -0.117
C -33.635 2.277 -17.831 -0.300
O -34.824 2.858 -17.298 -0.251
S -35.061 3.158 -15.650 0.683
C -34.813 4.974 -15.561 -0.084
O -36.452 2.845 -15.304 -0.293
O -33.986 2.520 -14.911 -0.317
H -31.913 2.717 -19.178 0.021
H -32.630 4.139 -18.432 0.068
H -33.479 3.408 -19.673 0.080
H -33.823 1.259 -18.172 0.122
H -32.867 2.107 -17.076 0.026
H -35.740 5.332 -16.008 0.068
H -33.924 5.096 -16.180 0.062
H -34.823 5.160 -14.487 0.073
C -28.269 6.555 -19.142 -0.060
C -28.931 5.213 -19.184 -0.332
O -28.398 4.585 -20.304 -0.287
S -29.143 4.800 -21.739 0.714
C -30.391 3.396 -21.472 -0.079
O -29.811 6.113 -21.805 -0.295
O -28.121 4.486 -22.749 -0.297
H -28.459 6.980 -18.157 0.078
H -28.678 7.252 -19.874 0.075
H -27.190 6.466 -19.273 0.081
H -28.651 4.661 -18.287 0.055
H -30.020 5.156 -19.190 0.108
H -30.000 2.554 -20.900 0.037
H -30.767 2.969 -22.401 0.072
H -31.289 3.775 -20.985 0.037
C -32.480 -0.422 -14.986 -0.056
C -31.401 0.249 -14.111 -0.309
O -31.224 -0.615 -13.031 -0.260
S -31.677 -0.059 -11.511 0.716
C -33.527 -0.291 -11.735 -0.096
O -31.247 -0.935 -10.438 -0.284
O -31.396 1.384 -11.399 -0.312
H -32.019 -1.321 -15.395 0.074
H -32.798 0.176 -15.840 0.043
H -33.419 -0.657 -14.486 0.069
H -30.406 0.322 -14.550 0.059
H -31.654 1.289 -13.902 0.086
H -33.869 -1.307 -11.929 0.073
H -33.909 0.321 -12.552 0.046
H -33.997 0.171 -10.867 0.063
Br -28.121 0.196 -16.253 0.712
C -29.218 1.058 -17.657 -1.293
Br -30.166 2.686 -16.827 0.692
Br -30.527 -0.270 -18.456 0.579
H -28.667 1.484 -18.495 -0.046
O -27.056 3.770 -13.617 0.060
C -28.271 4.105 -13.582 -0.348
C -28.852 5.486 -13.429 -0.066
C -30.272 5.191 -12.864 -0.123
C -30.533 3.811 -13.497 -0.250
O -29.315 3.113 -13.538 -0.036
H -28.214 6.134 -12.828 0.131
H -28.948 5.783 -14.474 0.127
H -30.233 5.089 -11.779 0.119
H -31.063 5.899 -13.112 0.113
H -31.293 3.325 -12.886 0.107
H -30.854 3.946 -14.529 0.057
O -24.998 4.965 -19.039 0.117
C -24.868 4.253 -18.086 -0.451
C -25.936 3.493 -17.293 -0.059
C -25.114 3.085 -16.034 -0.145
C -23.668 2.977 -16.565 -0.158
O -23.640 3.959 -17.571 0.024
H -26.743 4.190 -17.067 0.108
H -26.213 2.535 -17.732 0.081
H -25.278 3.797 -15.224 0.095
H -25.422 2.099 -15.687 0.086
H -23.035 3.213 -15.709 0.125
H -23.430 2.000 -16.984 0.112
```

Results
Energy above the lowest of the compared OMol25 structures with the same formula, charge and spin (kcal/mol): 86.0
HOMO level (eV): -10.06
SMILES string: CCOS(C)(=O)=O.CCOS(C)(=O)=O.CCOS(C)(=O)=O.CCOS(C)(=O)=O.CCOS(C)(=O)=O.BrC(Br)Br.O=C1CCCO1.O=C1CCCO1

The following is a quantum chemistry calculation of a molecular structure, C41H40AsBrFeIPSe, from the OMol25 dataset.

```
87
Properties=species:S:1:pos:R:3:lowdin_spin:R:1
Fe 0.000 0.000 0.000 2.881
Br -3.408 4.205 2.807 0.000
C -4.454 2.665 2.425 0.004
C -5.797 2.705 2.821 0.001
C -6.638 1.617 2.581 0.000
C -6.142 0.484 1.943 0.000
C -4.805 0.436 1.545 0.002
C -3.954 1.524 1.784 0.022
I -1.969 1.322 1.135 0.050
H -6.200 3.583 3.321 0.000
H -7.679 1.657 2.892 0.000
H -6.796 -0.365 1.755 0.000
H -4.440 -0.461 1.049 0.001
C -0.344 2.761 -3.203 0.004
C -0.291 2.235 -4.645 0.005
As -0.620 3.696 -5.941 0.001
C -0.976 2.610 -7.538 0.000
C -1.747 3.162 -8.570 0.000
C -2.026 2.416 -9.721 0.000
C -1.531 1.116 -9.848 0.000
C -0.756 0.560 -8.827 0.000
C -0.478 1.303 -7.675 0.000
C -2.500 3.938 -5.448 0.000
C -3.409 2.867 -5.448 0.000
C -4.741 3.077 -5.078 0.000
C -5.172 4.355 -4.710 0.000
C -4.271 5.424 -4.713 0.000
C -2.939 5.216 -5.081 0.000
P -0.115 1.435 -1.871 0.015
C 1.454 0.615 -2.446 0.011
C 2.507 1.373 -2.991 0.001
C 3.697 0.755 -3.384 0.003
C 3.856 -0.623 -3.226 0.001
C 2.829 -1.383 -2.662 0.003
C 1.638 -0.766 -2.263 0.010
C -1.501 0.351 -2.481 0.102
C -1.336 -0.680 -3.426 0.036
C -2.436 -1.436 -3.843 -0.018
C -3.706 -1.174 -3.324 0.014
C -3.879 -0.152 -2.389 -0.007
C -2.783 0.607 -1.973 0.082
H -1.332 3.234 -3.025 0.001
H 0.427 3.546 -3.070 0.000
H -1.063 1.469 -4.809 0.003
H 0.699 1.794 -4.863 0.000
H -2.136 4.168 -8.480 0.000
H -2.625 2.846 -10.512 0.000
H -1.746 0.539 -10.739 0.000
H -0.371 -0.446 -8.928 0.000
H 0.127 0.850 -6.904 0.000
H -3.095 1.873 -5.733 0.000
H -5.438 2.249 -5.077 0.000
H -6.203 4.516 -4.423 0.000
H -4.605 6.413 -4.428 0.000
H -2.246 6.048 -5.078 0.000
H 2.418 2.442 -3.111 0.000
H 4.499 1.347 -3.806 0.000
H 4.779 -1.099 -3.530 0.000
H 2.957 -2.449 -2.529 0.000
H 0.859 -1.369 -1.815 0.002
H -0.374 -0.896 -3.863 0.001
H -2.305 -2.223 -4.574 0.000
H -4.556 -1.760 -3.649 0.001
H -4.864 0.054 -1.989 -0.001
H -2.934 1.399 -1.249 0.003
C -5.807 -5.284 -3.822 0.011
C -4.804 -4.383 -3.164 0.059
C -3.465 -4.381 -3.573 -0.011
C -2.529 -3.538 -2.955 0.070
C -1.098 -3.564 -3.423 0.009
C -2.939 -2.680 -1.908 0.036
Se -1.634 -1.519 -1.064 0.534
C -4.295 -2.681 -1.494 0.067
C -4.820 -1.802 -0.389 0.009
C -5.209 -3.535 -2.129 -0.016
H -5.343 -5.898 -4.623 0.000
H -6.617 -4.673 -4.273 0.003
H -6.247 -5.968 -3.066 0.003
H -3.152 -5.039 -4.375 -0.002
H -0.946 -4.290 -4.250 0.000
H -0.433 -3.856 -2.583 0.004
H -0.804 -2.559 -3.792 0.002
H -4.050 -1.155 0.069 0.003
H -5.249 -2.436 0.415 0.002
H -5.619 -1.143 -0.790 0.001
H -6.247 -3.539 -1.815 -0.002
H 0.082 -1.025 1.337 -0.017
```

Results
HOMO level (spin up / spin down) (eV): -6.35 / -6.72
Multiplicity: 5
Expectation value of S²: 6.0652

The following is a quantum chemistry calculation of a single C4H7NO molecule, from the OMol25 dataset.

```
13
Properties=species:S:1:pos:R:3:lowdin_charge:R:1
O 2.275 -1.456 -0.367 0.062
C 1.545 -0.541 -0.649 -0.323
N 0.253 -0.410 0.055 -0.191
C -0.195 0.935 0.300 -0.169
C -0.913 1.263 1.361 0.056
C -0.481 -0.937 -1.179 -0.058
H 1.741 0.291 -1.330 0.134
H 0.261 -0.989 0.900 0.174
H -0.004 1.591 -0.544 0.126
H -1.136 0.554 2.155 0.071
H -1.338 2.256 1.440 0.066
H -1.495 -0.535 -1.066 0.023
H -0.512 -2.023 -1.077 0.029
```

Results
Energy above the lowest of the compared OMol25 structures with the same formula, charge and spin (kcal/mol): 106.1
HOMO level (eV): -7.75

The following is a quantum chemistry calculation of a molecular structure, C31H44AsN4OPReS4, from the OMol25 dataset.

```
87
Properties=species:S:1:pos:R:3:lowdin_spin:R:1
Re 0.197 -0.612 0.276 0.806
N -0.050 -1.686 2.213 0.002
C 0.073 -0.988 3.511 0.001
C -0.037 -1.703 4.690 0.000
C 0.108 -1.032 5.899 0.000
C 0.366 0.336 5.924 0.000
C 0.475 1.042 4.738 0.000
C 0.323 0.374 3.521 0.001
P 0.536 1.173 1.944 0.004
C 2.286 1.355 1.586 0.003
C 3.060 2.501 1.694 0.000
C 4.411 2.443 1.360 0.002
C 4.979 1.259 0.915 0.001
C 4.210 0.103 0.803 0.000
C 2.871 0.159 1.149 0.004
C -0.418 2.658 1.824 0.001
C -1.549 2.816 2.634 -0.001
C -2.295 3.977 2.531 0.000
C -1.924 4.967 1.627 -0.002
C -0.807 4.802 0.812 0.000
C -0.054 3.645 0.901 -0.001
H -0.972 -2.131 2.187 0.001
H 0.615 -2.458 2.238 0.000
H -0.237 -2.768 4.683 0.000
H 0.021 -1.581 6.826 0.000
H 0.483 0.847 6.869 0.000
H 0.677 2.107 4.757 0.000
H 2.629 3.431 2.042 0.000
H 5.024 3.329 1.458 0.000
H 6.033 1.228 0.671 0.000
H 4.673 -0.824 0.493 0.000
H 2.307 -0.795 1.190 0.001
H -1.827 2.058 3.356 0.000
H -3.153 4.124 3.174 0.000
H -2.501 5.881 1.566 0.000
H -0.518 5.587 0.126 0.000
H 0.827 3.524 0.281 0.000
C -0.972 1.751 -3.624 0.002
C -0.431 2.098 -2.251 0.002
S 0.601 0.813 -1.480 0.016
C 2.064 0.544 -2.520 -0.001
C 1.782 -0.279 -3.786 0.001
S 0.691 -1.701 -3.512 0.000
C -0.397 -1.717 -4.957 0.000
C -1.375 -0.548 -5.147 0.000
S -2.010 0.261 -3.652 0.000
H -0.166 1.636 -4.343 0.000
H -1.549 2.619 -3.952 0.000
H -1.212 2.256 -1.515 0.000
H 0.207 2.985 -2.287 0.000
H 2.781 0.054 -1.860 0.000
H 2.473 1.524 -2.771 0.000
H 2.756 -0.609 -4.152 0.000
H 1.357 0.344 -4.568 0.000
H -0.949 -2.648 -4.817 0.000
H 0.202 -1.846 -5.858 0.000
H -2.245 -0.927 -5.685 0.000
H -0.950 0.224 -5.787 0.000
C -5.601 1.737 -1.406 0.001
C -4.463 2.001 -0.418 0.001
C -3.612 0.802 -0.176 0.005
N -2.329 0.771 -0.233 0.001
N -1.808 -0.460 0.076 0.020
C -2.743 -1.379 0.298 0.021
N -2.445 -2.679 0.551 0.017
S -4.326 -0.755 0.193 0.005
H -6.206 2.634 -1.516 0.000
H -6.266 0.947 -1.055 0.000
H -5.216 1.461 -2.388 0.000
H -4.866 2.326 0.546 0.000
H -3.802 2.795 -0.771 0.000
H -1.642 -3.051 0.063 0.000
H -3.213 -3.327 0.658 0.001
C 0.496 -4.995 -1.671 0.001
As 1.570 -3.877 -0.568 0.006
C 1.784 -4.624 1.178 0.000
C 3.271 -3.518 -1.341 0.003
O 0.723 -2.360 -0.388 0.078
H 0.924 -5.999 -1.632 0.000
H 0.529 -4.620 -2.693 0.000
H -0.526 -5.030 -1.300 0.000
H 2.250 -5.606 1.067 0.000
H 0.816 -4.763 1.657 0.000
H 2.444 -3.995 1.777 0.000
H 3.799 -4.470 -1.428 0.000
H 3.835 -2.854 -0.689 0.000
H 3.124 -3.092 -2.332 0.000
```

Results
Energy above the lowest of the compared OMol25 structures with the same formula, charge and spin (kcal/mol): 0.0
HOMO level (spin up / spin down) (eV): -18.13 / -18.13
Multiplicity: 2
Expectation value of S²: 0.7621
Charge: +4